Record 1
An isolated molecule of C6H10ClN3O in a non-equilibrium geometry, computed with wB97M-V/def2-TZVPD.

XYZ file:
```
21
Properties=species:S:1:pos:R:3:nbo_charge:R:1
C 1.01490 0.15785 0.72903 -0.291
C 0.21392 0.10482 -0.48891 -0.017
C 0.54214 1.12763 -1.56889 0.624
C 0.76045 0.14946 2.04601 0.040
C -0.58962 0.00003 2.68873 -0.684
C -1.28724 -1.15714 -1.99216 -0.468
N -0.72602 -1.79964 0.25144 -0.530
N -0.61384 -0.95150 -0.74869 -0.023
N 1.41456 1.98381 -1.08730 -0.800
O 0.18336 1.23473 -2.75335 -0.657
Cl 2.04842 0.35439 3.19889 0.000
H 2.05608 0.44018 0.42574 0.219
H -0.64895 0.18519 3.75570 0.233
H -1.04016 -1.01914 2.56630 0.267
H -1.43063 0.68549 2.15353 0.226
H -1.34807 -2.26192 -2.27502 0.219
H -2.38458 -0.72653 -1.96732 0.235
H -0.71576 -0.60308 -2.77765 0.280
H -0.95516 -2.65728 -0.21390 0.308
H 1.69179 2.05195 -0.15087 0.405
H 1.81440 2.70072 -1.79131 0.414
```

The calculation puts the energy above the lowest of the compared OMol25 structures with the same formula, charge and spin at 47.3 kJ/mol. The calculation puts the HOMO-LUMO gap (alpha / beta) at 7.83 / 7.83 eV.


Record 2
An isolated molecule of C6H10FN in a non-equilibrium geometry, computed with wB97M-V/def2-TZVPD.

XYZ file:
```
18
Properties=species:S:1:pos:R:3:nbo_charge:R:1
C -0.30579 -2.15377 -2.02068 -0.235
C 0.46809 -1.49997 -1.37706 -0.010
C 1.32172 -0.43433 -0.78379 -0.309
N 1.16597 -0.22643 0.67440 -0.620
C 0.07214 0.43861 1.27114 -0.108
C 0.16841 1.98839 1.36579 -0.615
C -1.19839 0.08287 0.64901 0.029
F -1.52743 0.83732 -0.48516 -0.374
H -0.90669 -3.00062 -2.21386 0.234
H 2.47953 -0.59520 -0.95408 0.234
H 1.22955 0.54522 -1.34470 0.212
H 2.07732 0.21158 1.10967 0.364
H 0.09049 0.23013 2.30447 0.197
H -0.66383 2.46660 2.06012 0.215
H 0.18007 2.28896 0.36804 0.214
H 1.11576 2.22228 1.90637 0.199
H -1.91850 0.13991 1.53706 0.171
H -1.25567 -0.99051 0.24604 0.200
```

The calculation puts the energy above the lowest of the compared OMol25 structures with the same formula, charge and spin at 297.1 kJ/mol. The structure (SMILES) is C#CCN[C@@H](C)CF. The calculation puts the HOMO-LUMO gap at 9.68 eV.


Record 3
An isolated molecule of C6H10FN in a non-equilibrium geometry, computed with wB97M-V/def2-TZVPD.

XYZ file:
```
18
Properties=species:S:1:pos:R:3:nbo_charge:R:1
C -2.82747 -0.81280 -0.10435 -0.369
C -1.53774 -0.85109 0.20904 -0.272
C -0.64621 0.31252 0.08043 0.354
F -1.29487 1.42384 -0.24326 -0.333
C 0.67097 0.36709 0.27609 -0.042
C 1.46204 1.64479 0.05947 -0.646
C 1.46300 -0.86989 0.54054 -0.245
N 2.26495 -1.17225 -0.64110 -0.812
H -3.30364 0.05426 -0.59261 0.212
H -3.44157 -1.72888 0.03902 0.202
H -1.08331 -1.76127 0.55670 0.206
H 2.21957 1.41148 -0.71211 0.237
H 1.97389 1.97962 0.97482 0.216
H 0.83027 2.42252 -0.28780 0.226
H 0.72821 -1.63174 0.78361 0.173
H 2.11787 -0.62927 1.39898 0.196
H 1.58793 -1.40095 -1.38775 0.348
H 2.66237 -2.06825 -0.46318 0.350
```

The calculation puts the energy above the lowest of the compared OMol25 structures with the same formula, charge and spin at 58.3 kJ/mol. The structure (SMILES) is C=C/C(F)=C(/C)CN. The calculation puts the HOMO-LUMO gap at 9.53 eV.


Record 4
The ion C6H10FN4 with charge +1 in a non-equilibrium geometry, computed with wB97M-V/def2-TZVPD.

XYZ file:
```
21
Properties=species:S:1:pos:R:3:nbo_charge:R:1
C -2.56637 1.21326 -0.00028 -0.417
N -1.92046 -0.04868 0.22293 -0.344
C -2.62346 -1.33130 0.16128 0.186
N -1.72712 -2.23334 0.00503 -0.211
N -0.54467 -1.72252 -0.01726 -0.347
C -0.61709 -0.40646 0.04431 0.404
C 0.92643 0.61550 -0.22195 0.465
F 0.72033 1.90669 0.05298 -0.295
C 1.59658 -0.08758 -1.44288 -0.279
N 1.97205 -1.12060 -0.37504 -0.676
C 1.93818 -0.11458 0.65696 -0.273
H -1.84212 1.77087 -0.67702 0.233
H -3.47333 1.02139 -0.62164 0.239
H -2.77531 1.80605 0.88092 0.245
H -3.63314 -1.52843 0.14733 0.242
H 0.35874 -2.32884 -0.24441 0.503
H 0.97049 -0.44919 -2.37084 0.244
H 2.51655 0.55157 -1.68813 0.230
H 2.85115 -1.79091 -0.50307 0.422
H 2.69203 0.59384 0.63768 0.206
H 1.57014 -0.50049 1.62400 0.222
```

The calculation puts the energy above the lowest of the compared OMol25 structures with the same formula, charge and spin at 327.8 kJ/mol. Its total charge is +1. The structure (SMILES) is C[n+]1cn[nH]c1C1(F)CNC1. The calculation puts the HOMO-LUMO gap at 11.01 eV.